Record 1
C18H36O18 | ωB97M-V/def2-TZVPD

Output
* charge: 0
* HOMO: -10.740 eV
* calculated total energy: -56103.41466 eV
* lowest unoccupied orbital energy: 0.4118 eV
* M: 540.47 g mol⁻¹
* ΔE to the lowest compared entry with this formula, charge and spin: 34.4 kcal/mol
* F_max: 1.99 eV/A

Last column: Mulliken charge in e.
CARTESIAN COORDINATES (ANGSTROEM)
O 0.898 6.571 -0.076  -0.32
O 7.311 -2.666 0.125  -0.34
H -3.340 -1.400 4.557  0.21
C -4.413 -0.878 0.247  -0.66
H 2.029 -5.079 0.082  0.21
C 8.116 -2.576 1.289  -0.65
C 0.899 -4.615 3.037  0.75
O -0.441 1.079 0.622  -0.36
O -1.744 0.574 -6.326  -0.58
O -1.472 1.913 -4.531  -0.25
H 3.755 -1.684 -0.415  0.28
C -0.382 6.672 -0.283  0.70
H 3.720 -2.534 -1.933  0.26
H 4.416 -0.853 -1.852  0.32
O 0.829 -4.507 1.709  -0.23
H 2.273 -6.029 1.536  0.36
H -0.062 -4.578 5.476  0.32
H -0.790 -1.610 -5.837  0.39
O -0.909 5.440 -0.259  -0.18
H 0.768 -6.193 0.609  0.30
O 1.651 -5.319 3.653  -0.56
H 0.794 -1.864 -1.932  0.16
O 5.922 -1.047 0.727  -0.57
O 0.044 -3.759 3.565  -0.24
H -2.426 1.862 0.437  0.35
H 2.593 7.320 0.667  0.24
H -0.462 -2.098 -4.117  0.12
C 0.021 -3.614 4.976  -0.58
H -0.920 -3.114 5.194  0.09
C -2.314 5.369 -0.356  -0.67
C 4.296 -1.815 -1.357  -0.60
C -1.092 -1.531 -4.796  -0.67
H -1.026 3.018 0.421  0.36
H -0.831 -2.243 -1.275  0.33
H -5.075 -2.013 4.454  0.28
H 0.854 -3.006 5.315  0.31
H -1.699 2.329 1.842  0.37
O -1.843 -0.086 -0.752  -0.59
O 0.206 -0.795 -0.186  -0.35
O 5.553 -2.399 -1.052  -0.34
H 1.193 8.401 0.884  0.32
O -1.012 7.677 -0.433  -0.56
H -4.377 -0.646 -0.808  0.21
H 1.965 8.296 -0.666  0.29
H -2.180 2.879 -6.227  0.36
C -4.364 -1.232 4.221  -0.71
O -0.979 -0.179 -4.359  -0.21
H -3.627 -1.587 0.493  0.29
H 8.398 -3.576 1.603  0.24
C 0.175 -1.903 -1.029  -0.37
C -4.191 0.242 2.353  0.89
C 1.684 7.700 0.205  -0.68
H -5.352 -1.376 0.497  0.36
H -2.120 -1.869 -4.664  0.31
O -4.340 -1.008 2.827  -0.32
H -3.136 3.142 -4.879  0.28
C 1.527 -5.487 0.958  -0.74
H 7.527 -2.121 2.086  0.34
C 6.214 -1.962 0.001  0.81
H -2.769 5.278 -1.348  0.26
H -4.624 -0.328 4.779  0.34
C -2.081 3.022 -5.146  -0.71
H 8.990 -1.960 1.094  0.26
H -2.766 6.270 0.060  0.35
O -4.341 0.302 1.052  -0.27
H -2.620 4.462 0.158  0.22
H -1.512 3.914 -4.914  0.23
H 0.692 -2.720 -0.514  0.11
O -4.002 1.202 3.052  -0.59
C -1.429 2.085 0.808  -0.83
C -1.456 0.758 -5.172  0.76
C -0.797 0.084 -0.182  0.81

Record 2
C18H36O22S5 | ωB97M-V/def2-TZVPD

Output
* charge: 0
* HOMO: -9.182 eV
* calculated total energy: -118460.10629 eV
* lowest unoccupied orbital energy: 0.0753 eV
* M: 764.80 g mol⁻¹
* ΔE to the lowest compared entry with this formula, charge and spin: 125.0 kcal/mol
* F_max: 4.71 eV/A

Last column: Mulliken charge in e.
CARTESIAN COORDINATES (ANGSTROEM)
O -0.711 -9.217 -15.104  -0.58
O -7.039 -11.196 -15.901  -0.18
O 0.883 -3.946 -15.337  -0.54
H -3.460 -14.956 -11.027  0.35
H -4.494 -13.939 -16.653  -0.18
O -7.777 -14.748 -12.374  -0.55
O -8.851 -9.976 -16.848  -0.32
H -1.933 -4.311 -9.345  0.36
H -0.790 -8.862 -8.742  0.16
H -1.912 -12.386 -15.786  0.36
H -4.975 -15.003 -10.159  0.34
O -3.205 -10.583 -9.585  -0.29
H -2.908 -16.701 -19.219  0.26
C -0.529 -6.082 -11.738  -0.08
S -7.478 -9.604 -16.134  1.11
C -7.795 -12.039 -16.810  -0.18
H -2.359 -9.079 -10.433  0.11
H -1.298 -5.883 -16.695  0.24
S -6.439 -14.325 -12.792  0.98
S 1.533 -5.243 -15.548  1.04
O -4.050 -8.870 -8.018  -0.52
H -3.979 -12.704 -12.079  -0.14
O -7.762 -8.922 -14.846  -0.55
C -2.742 -14.551 -19.473  -0.53
O -5.237 -15.338 -12.176  -0.38
C -1.975 -10.047 -10.113  -0.02
H 0.039 -6.208 -9.587  0.40
H -1.704 -6.439 -10.190  0.05
H -4.614 -12.780 -10.356  0.09
S -1.932 -9.736 -14.430  1.10
H -4.597 -11.305 -14.644  0.09
C -3.796 -14.471 -17.299  0.24
H -2.814 -14.255 -20.519  0.34
H 0.542 -6.093 -11.945  0.35
C -2.544 -12.127 -14.937  -0.43
H -0.530 -3.669 -10.334  0.30
H -4.110 -11.594 -16.325  0.32
C -3.605 -15.872 -19.347  -0.60
H 0.799 -6.914 -18.387  0.27
H -4.476 -16.474 -17.536  0.31
C -4.509 -14.667 -11.085  -0.43
H -1.704 -14.875 -19.394  0.30
O -6.609 -8.917 -17.161  -0.56
O 2.620 -5.520 -14.653  -0.54
O -5.941 -13.061 -11.818  -0.35
H -4.207 -16.145 -20.215  0.32
O 1.808 -5.481 -17.187  -0.36
H -8.314 -11.008 -18.606  0.31
C -3.759 -11.288 -15.340  -0.11
O -4.226 -11.307 -7.403  -0.55
O -2.059 -4.424 -11.554  -0.53
S -3.482 -10.191 -8.020  1.09
O 0.349 -6.465 -15.589  -0.14
O -2.413 -8.930 -13.287  -0.47
C -1.339 -5.120 -12.578  -0.11
H -2.802 -13.071 -14.456  0.38
C -0.759 -5.903 -10.264  -0.42
O -1.870 -10.183 -7.656  -0.36
H 0.257 -5.410 -18.656  0.34
O -3.163 -10.059 -15.516  -0.29
H -3.022 -14.894 -16.659  0.19
H -2.117 -5.499 -13.241  0.22
H -0.643 -7.433 -17.009  0.20
H -9.743 -11.674 -17.869  0.31
C -1.119 -9.895 -8.852  -0.12
H -0.731 -7.121 -11.999  -0.11
O -3.144 -13.690 -18.331  -0.40
H -7.020 -12.602 -17.330  0.07
C -4.653 -13.182 -11.369  0.39
C -4.494 -15.567 -18.139  -0.48
C -0.348 -6.412 -16.771  -0.16
H -5.461 -15.209 -18.493  0.27
O -6.176 -13.894 -14.172  -0.33
H -8.207 -12.670 -16.022  0.30
C -1.298 -4.434 -10.222  -0.60
O -1.686 -11.355 -14.123  -0.40
C 0.628 -6.000 -17.819  -0.37
H -1.730 -10.630 -11.001  0.19
H -0.630 -4.450 -13.062  0.17
H -0.243 -10.541 -8.896  0.32
C -8.785 -11.206 -17.644  -0.30

Record 3
C18H36O36S9 | ωB97M-V/def2-TZVPD

Output
* charge: 0
* HOMO: -11.037 eV
* calculated total energy: -190458.85605 eV
* lowest unoccupied orbital energy: -0.0301 eV
* M: 1117.05 g mol⁻¹
* ΔE to the lowest compared entry with this formula, charge and spin: 229.7 kcal/mol
* F_max: 5.64 eV/A

Last column: Mulliken charge in e.
CARTESIAN COORDINATES (ANGSTROEM)
H 2.169 -9.263 7.177  0.29
O 1.867 -9.681 -3.270  -0.52
H 1.978 9.230 -7.215  0.31
O 2.720 -8.081 -1.434  -0.51
H -0.278 9.122 -6.651  0.29
O -3.554 2.172 -11.814  -0.36
C 2.179 -8.477 6.421  -0.37
O -7.404 -8.084 5.014  -0.55
H -3.031 3.081 -8.817  0.32
C -7.591 4.068 1.533  -0.25
O -6.100 2.291 -11.899  -0.48
S 3.046 3.080 6.069  1.08
H 4.163 -7.900 7.020  0.32
C 0.410 8.697 -5.919  -0.36
C 5.575 3.338 6.138  -0.26
C 1.911 9.142 -6.131  -0.30
H -7.721 5.946 2.590  0.28
C -0.023 -0.438 -1.268  -0.36
C -7.556 5.616 1.565  -0.32
O 1.264 -4.934 7.086  -0.51
O 4.038 -10.222 -1.899  -0.31
C -3.668 2.675 -9.603  -0.31
O 1.216 -7.517 6.768  -0.33
H 3.147 -10.834 0.788  0.29
C 5.143 2.294 7.259  -0.32
O -3.260 -1.730 -0.132  -0.52
C 7.033 5.625 -1.157  -0.26
O -6.653 3.639 0.490  -0.30
H -1.949 3.229 -10.766  0.28
O 3.758 2.103 7.206  -0.29
O 9.180 7.596 1.274  -0.53
H 6.876 4.576 -0.906  0.31
H 2.359 -12.138 0.026  0.29
H 5.827 1.452 7.370  0.33
O 1.832 3.888 6.466  -0.51
O -6.116 5.345 -1.369  -0.53
O -4.721 4.140 -12.740  -0.52
H 6.228 4.143 6.478  0.27
O 4.459 4.049 5.808  -0.35
H 5.683 7.260 -1.140  0.28
H -5.623 -5.418 4.890  0.26
O 1.859 -10.463 -0.865  -0.33
H -2.168 1.512 -10.484  0.31
O 6.753 7.089 0.634  -0.30
H 1.674 -8.795 5.509  0.27
S 2.591 -9.449 -1.986  1.08
H 6.210 3.015 5.313  0.28
S -1.959 -1.952 -0.791  1.06
O -6.305 5.911 1.108  -0.33
O -1.582 -3.362 -0.853  -0.50
O -7.878 -6.590 6.968  -0.31
C 5.992 6.499 -0.423  -0.37
O -5.527 -6.972 6.271  -0.29
C -7.312 -5.355 6.463  -0.29
H 3.919 -8.270 5.327  0.24
O -6.900 -8.861 7.378  -0.53
S -5.719 4.876 -0.028  1.11
H 5.169 5.934 0.015  0.33
C -5.782 -5.597 5.953  -0.24
H 0.532 0.465 -1.011  0.33
H 5.149 2.866 8.186  0.28
O 1.988 5.436 -5.122  -0.52
H 4.932 -11.488 -0.579  0.26
H -7.360 -4.569 7.216  0.29
C 3.479 -7.759 6.184  -0.18
O -4.571 3.595 -10.309  -0.32
H -4.211 1.791 -9.272  0.29
O -4.258 4.758 0.282  -0.52
S -4.949 3.082 -11.789  1.09
O -1.916 -1.184 -2.307  -0.33
O -0.722 -0.944 -0.119  -0.31
O 8.303 6.150 -0.820  -0.30
H -0.046 8.968 -4.967  0.28
O 2.893 2.280 4.854  -0.51
S 1.802 6.621 -6.060  1.08
H 2.079 10.089 -5.619  0.33
H 3.809 -12.194 -1.875  0.28
O 0.868 -5.899 4.782  -0.51
H -1.675 0.675 -2.357  0.25
S 1.548 -6.028 6.103  1.08
C -2.700 2.444 -10.670  -0.30
C 2.865 -11.199 -0.200  -0.31
H -7.960 -4.880 5.727  0.29
S 8.217 7.465 0.148  1.11
H -8.582 3.845 1.137  0.25
H 0.648 -1.245 -1.562  0.31
S -6.950 -7.796 6.401  1.10
H -8.291 6.255 1.075  0.31
H 6.627 5.691 -2.167  0.28
O 2.694 7.981 -5.697  -0.28
O 0.268 7.298 -5.966  -0.28
H -0.525 -0.242 -3.470  0.24
H -5.035 -5.083 6.559  0.27
C -0.967 -0.144 -2.479  -0.18
C 3.997 -11.417 -1.135  -0.22
O 2.130 6.327 -7.516  -0.55
H -7.276 3.525 2.425  0.30
O 3.099 -6.443 5.908  -0.30
O 8.220 8.661 -0.734  -0.55